1.
Density functional theory data (ωB97M-V/def2-TZVPD) for a cluster of 9 separate species, C40H96F10N7O22P2S10 in total in a non-equilibrium geometry.

The HOMO energy comes out at -7.030 eV. The value obtained for the frontier orbital gap is 0.2593 Eh. The calculation puts the calculated total energy at -9282.97073 a.u.

Structure (ORCA input):
```
! RIJCOSX wB97M-V def2-TZVPD def2/J DEFGRID3
* xyz -1 1
C -2.6535 6.5968 -2.6497
C -3.9853 5.9490 -2.6696
C -5.0761 6.8525 -3.1292
O -5.6402 7.4438 -1.9597
C -6.8608 8.0293 -2.2197
N -3.9291 4.6385 -3.5501
H -3.3499 4.7496 -4.3700
H -3.3913 3.9135 -3.0970
H -4.7900 4.2608 -3.9191
H -2.3657 6.5793 -3.7009
H -1.8203 6.1577 -2.1010
H -2.6686 7.6676 -2.4462
H -4.3088 5.5679 -1.7010
H -5.8444 6.2279 -3.5850
H -4.7988 7.6503 -3.8182
H -7.3462 8.6445 -1.4620
H -7.6034 7.3450 -2.6299
H -6.7787 8.6724 -3.0959
C -6.1033 -3.6798 -3.4969
C -4.6363 -3.3012 -3.2377
C -3.7174 -4.5442 -3.5795
O -4.1040 -5.5891 -2.7579
C -3.9431 -6.9421 -3.1666
N -4.1948 -2.1206 -4.0759
H -3.9527 -2.4918 -4.9834
H -4.9322 -1.4552 -4.2590
H -3.5201 -1.6586 -3.4831
H -6.8920 -2.9504 -3.3126
H -6.2813 -4.4138 -2.7110
H -6.2872 -3.9875 -4.5263
H -4.5380 -2.8542 -2.2485
H -2.6571 -4.3047 -3.4988
H -3.7848 -4.7687 -4.6440
H -4.4484 -7.6637 -2.5246
H -2.9060 -7.2691 -3.2408
H -4.4925 -7.0291 -4.1040
C 2.6920 -4.2795 3.7340
C 1.5076 -3.3620 4.1303
C 0.1578 -4.0333 4.4649
C -0.2775 -5.0801 3.4389
P -1.9849 -5.5964 3.5727
C -2.1860 -7.1784 2.5589
C -1.3757 -8.2784 3.2163
C -1.7987 -9.6771 2.7275
C -3.1366 -10.1776 3.1803
C -3.1448 -4.3831 2.9488
C -4.5653 -4.6226 2.9313
C -5.3299 -3.2798 3.0319
C -6.8302 -3.3586 2.8287
C -2.4139 -6.0936 5.3415
C -2.7069 -4.9143 6.3173
C -3.2135 -5.4215 7.6667
C -3.5698 -4.2634 8.6563
H 3.0796 -4.7511 4.6371
H 3.4785 -3.5989 3.4082
H 2.4288 -4.9984 2.9581
H 1.3859 -2.6672 3.2993
H 2.0050 -2.7137 4.8517
H -0.6556 -3.3601 4.7357
H 0.2365 -4.5446 5.4243
H 0.3090 -5.9394 3.7640
H -0.0388 -4.8186 2.4080
H -1.8159 -6.8685 1.5816
H -3.2708 -7.2813 2.5865
H -1.3425 -8.2502 4.3054
H -0.3004 -8.2114 3.0511
H -1.0538 -10.3505 3.1514
H -1.5664 -9.7690 1.6666
H -4.0216 -9.7480 2.7108
H -3.2596 -10.0735 4.2583
H -3.1751 -11.2533 3.0090
H -2.6963 -4.0381 2.0172
H -3.0795 -3.4640 3.5310
H -4.8392 -5.2412 3.7859
H -4.9748 -5.2231 2.1189
H -4.9167 -2.6856 2.2168
H -5.0840 -2.7169 3.9323
H -7.3885 -3.7492 3.6794
H -7.1254 -4.0995 2.0858
H -7.2511 -2.3714 2.6379
H -1.5851 -6.7124 5.6855
H -3.3149 -6.6808 5.1641
H -3.4347 -4.2663 5.8288
H -1.7605 -4.3947 6.4668
H -2.3255 -5.8911 8.0898
H -4.0557 -6.0780 7.4481
H -4.3883 -3.6622 8.2603
H -2.7297 -3.5738 8.7380
H -3.8835 -4.5306 9.6654
C 13.1522 3.1719 1.5851
C 12.3562 4.3988 1.1435
C 10.9865 4.2495 0.4329
C 9.8956 4.1867 1.4640
P 8.1107 4.0694 0.9537
C 7.5712 5.1067 -0.4370
C 8.2874 5.0757 -1.8000
C 7.6394 5.9454 -2.8883
C 6.4482 5.3455 -3.5606
C 8.1435 2.3845 0.3819
C 6.7686 1.5987 0.2148
C 6.7378 0.3724 -0.7384
C 6.6512 0.5814 -2.2706
C 6.9501 4.1388 2.3737
C 7.3683 3.1712 3.4857
C 6.7182 3.4785 4.7982
C 5.2494 3.0855 4.9687
H 12.8692 2.6269 2.4857
H 14.2306 3.3070 1.5012
H 13.0159 2.3976 0.8302
H 13.0473 5.0259 0.5803
H 12.2240 5.0128 2.0343
H 10.9135 3.3534 -0.1834
H 10.8683 5.1065 -0.2302
H 10.0207 5.1159 2.0199
H 10.0249 3.3814 2.1871
H 7.4206 6.1131 -0.0464
H 6.4990 4.9629 -0.5707
H 8.4431 4.0550 -2.1492
H 9.2305 5.5085 -1.4664
H 8.4053 5.9171 -3.6634
H 7.5620 7.0001 -2.6242
H 6.1175 5.9091 -4.4329
H 5.5378 5.2535 -2.9684
H 6.4871 4.3006 -3.8684
H 8.7887 1.7845 1.0236
H 8.6211 2.4109 -0.5976
H 6.0666 2.2393 -0.3191
H 6.2670 1.2591 1.1210
H 5.9766 -0.3935 -0.5892
H 7.6341 -0.2225 -0.5632
H 7.5587 1.1151 -2.5527
H 5.7934 1.2050 -2.5222
H 6.6272 -0.4131 -2.7163
H 5.9986 3.8498 1.9274
H 6.8270 5.1961 2.6085
H 8.4467 3.3238 3.5292
H 7.2686 2.1034 3.2911
H 6.8039 4.5473 4.9938
H 7.4398 3.1600 5.5505
H 5.0855 2.0124 5.0677
H 4.6894 3.4231 4.0966
H 4.8672 3.3776 5.9468
N -1.6796 5.0872 -7.9405
S -0.1914 5.2800 -8.2938
O 0.5637 6.0050 -7.2757
O 0.2786 5.1538 -9.6583
F 0.1390 3.7363 -7.8844
S -2.0837 6.6327 -8.4975
O -1.9529 6.8522 -9.9395
O -1.9387 7.8148 -7.6308
F -3.6699 6.3524 -8.4862
N -7.6416 1.8287 -4.2941
S -8.7780 1.5747 -5.1684
O -9.5644 2.6923 -5.6644
O -9.4051 0.2753 -5.0049
F -7.9420 1.2490 -6.5093
S -8.6128 1.9870 -2.8694
O -9.2114 0.7452 -2.3196
O -9.3488 3.2382 -2.7301
F -7.3273 2.2584 -1.8791
N -1.3754 0.9744 -1.4552
S -1.3122 1.2867 0.0468
O -0.8627 2.5903 0.5172
O -0.8976 0.1909 0.8885
F -2.8904 1.2848 0.3091
S 0.2289 1.1337 -1.7876
O 1.0467 0.0403 -1.3336
O 0.6633 2.5288 -1.8910
F 0.1230 0.7936 -3.3889
N -3.3734 -3.0296 -8.4594
S -2.0221 -3.6956 -8.8063
O -1.4348 -3.1283 -10.0318
O -1.7180 -5.0279 -8.2993
F -1.2429 -2.7667 -7.7094
S -4.2643 -4.3016 -9.2119
O -4.6277 -5.4430 -8.3543
O -4.0737 -4.5314 -10.5881
F -5.6752 -3.4153 -9.2388
N -3.6723 2.7508 7.7848
S -2.2166 3.6587 7.3301
O -1.7896 3.8587 5.9638
O -1.1428 3.6192 8.3456
F -2.7979 5.1083 7.8661
S -3.3447 1.6067 6.8699
O -2.2169 0.7059 7.2261
O -3.6362 1.8004 5.5210
F -4.6305 0.6115 7.1438
*
```

***

2.
Density functional theory data (ωB97M-V/def2-TZVPD) for a cluster of 8 separate species, C40H99N7O8 in total in a non-equilibrium geometry.

The HOMO energy comes out at -7.855 eV. The value obtained for the frontier orbital gap is 0.2971 Eh. The structure (SMILES) is CC1(C)CCCC(C)(C)N1O.CC1(C)CCCC(C)(C)N1O.COC[C@H](C)N.COC[C@H](C)N.COC[C@H](C)N.COC[C@H](C)N.COC[C@H](C)N.CCO. The calculation puts the calculated total energy at -2568.34932 a.u. As for the energy relative to the best compared isomer or geometry (same formula, charge and spin): 196.4 kJ/mol.

Structure (ORCA input):
```
! RIJCOSX wB97M-V def2-TZVPD def2/J DEFGRID3
* xyz 0 1
C 3.4609 -1.5514 -3.7831
C 2.3062 -0.9143 -2.9721
C 2.3945 0.6172 -2.8487
O 3.4601 1.0085 -2.0417
C 3.5444 2.1893 -1.2623
N 1.0603 -1.3881 -3.5473
H 3.2657 -1.6543 -4.8457
H 3.7702 -2.5024 -3.3323
H 4.3838 -1.0689 -3.4319
H 2.5214 -1.3665 -2.0009
H 1.4485 0.9478 -2.3897
H 2.3799 1.1887 -3.7869
H 2.5569 2.3639 -0.8244
H 3.6647 2.9776 -2.0165
H 4.3834 2.2095 -0.5763
H 0.3110 -0.9889 -2.9700
H 0.9640 -0.9928 -4.4782
C -4.3909 0.0832 -5.4390
C -4.2781 -0.5827 -4.0692
C -5.5660 -1.2713 -3.5960
O -6.2012 -2.0422 -4.6148
C -7.4652 -2.4569 -4.1962
N -3.1749 -1.5945 -4.2166
H -4.6847 -0.5815 -6.2566
H -3.5096 0.6205 -5.7955
H -5.2230 0.7951 -5.5148
H -3.8905 0.1044 -3.3161
H -6.2282 -0.5854 -3.0686
H -5.1505 -1.9831 -2.8726
H -8.1923 -1.6800 -3.9498
H -7.3291 -3.1453 -3.3436
H -7.8733 -3.1620 -4.9250
H -3.6008 -2.4299 -4.6092
H -2.6503 -1.1742 -4.9753
C -3.2460 -2.9655 5.2553
C -3.1441 -2.8324 3.7450
C -2.4358 -1.4794 3.4113
O -3.0841 -0.4705 4.1254
C -2.5321 0.8279 4.0461
N -2.2888 -3.8466 3.1321
H -2.2868 -3.0191 5.7644
H -3.9788 -3.7391 5.5038
H -3.7709 -2.1044 5.6740
H -4.1266 -2.8091 3.2653
H -2.7503 -1.2609 2.3736
H -1.3529 -1.6337 3.4246
H -1.4496 0.8183 4.1940
H -3.0079 1.4288 4.8180
H -2.7738 1.2592 3.0684
H -2.2798 -3.7950 2.1176
H -2.6975 -4.7658 3.2860
C -3.0177 5.0869 -1.8554
C -3.0793 3.6349 -1.2980
C -3.7595 2.6179 -2.2723
O -5.0619 2.9226 -2.7277
C -6.0737 2.6862 -1.7843
N -1.7404 3.1788 -0.9298
H -2.2719 5.1464 -2.6512
H -2.8681 5.7969 -1.0476
H -3.9399 5.2631 -2.4144
H -3.7802 3.6764 -0.4606
H -3.7145 1.6924 -1.6813
H -3.1803 2.4547 -3.1828
H -6.0561 3.3800 -0.9404
H -6.0360 1.6593 -1.3912
H -7.0040 2.7040 -2.3546
H -1.9572 2.1850 -0.8142
H -1.0901 3.2014 -1.7090
C 0.6826 -5.5498 -2.0628
C 0.2179 -5.2115 -3.5054
C -1.1986 -4.7172 -3.5048
O -2.0964 -5.6732 -2.9623
C -3.3888 -5.2446 -2.6660
N 1.1489 -4.3536 -4.2288
H 1.6323 -6.0816 -2.0993
H 0.0003 -6.2007 -1.5124
H 0.6814 -4.5994 -1.5214
H 0.3610 -6.1196 -4.1030
H -1.5806 -4.4943 -4.5114
H -1.3486 -3.7650 -2.9773
H -3.9861 -5.0853 -3.5712
H -3.3556 -4.4372 -1.9265
H -3.9295 -6.0498 -2.1604
H 2.1057 -4.5774 -3.9907
H 1.0176 -3.3541 -4.0222
C 8.3186 -1.1704 0.7039
C 6.9848 -1.4013 1.4552
C 5.7707 -0.8312 0.6292
C 4.3958 -1.3809 0.9953
C 4.4825 -2.9080 1.0750
C 5.5473 -3.4252 2.0417
N 6.8354 -2.8411 1.6692
O 7.8813 -3.3594 2.4836
C 5.1908 -3.2365 3.5216
C 5.5651 -4.9346 1.6784
C 6.9185 -0.5570 2.7326
H 8.3340 -0.4122 -0.0825
H 8.5928 -2.0739 0.1552
H 9.0758 -0.8437 1.4180
H 5.6692 0.2505 0.7099
H 5.9734 -1.0997 -0.4124
H 3.6548 -1.0926 0.2493
H 4.1268 -0.9897 1.9801
H 4.6142 -3.2330 0.0390
H 3.5502 -3.3947 1.3721
H 6.0371 -3.1845 4.2063
H 4.5202 -2.3874 3.6579
H 4.6618 -4.1078 3.9197
H 6.1765 -5.1194 0.7877
H 6.0290 -5.5213 2.4720
H 4.6355 -5.3654 1.3047
H 5.9584 -0.5463 3.2549
H 7.1065 0.4958 2.5040
H 7.5991 -0.8043 3.5538
H 8.6309 -3.2859 1.8806
C 1.9864 5.5049 2.2477
C 0.8189 4.5054 2.6259
C 0.8193 4.0332 4.0973
C -0.0794 4.8518 5.0645
C -1.4542 5.0246 4.4040
C -1.4496 5.7752 3.0980
N -0.5074 5.0325 2.2563
O -0.5181 5.3969 0.8877
C -2.8302 5.7547 2.4619
C -0.9378 7.2249 3.3231
C 1.0616 3.2678 1.7827
H 2.9802 5.0613 2.1764
H 1.7318 5.9298 1.2786
H 2.0855 6.2972 2.9929
H 0.5832 2.9840 4.2736
H 1.8053 4.1752 4.5524
H 0.1142 4.3666 6.0271
H 0.3342 5.8219 5.3638
H -2.0192 5.6983 5.0591
H -1.9176 4.0396 4.3437
H -3.3472 6.6589 2.7953
H -3.4848 4.9129 2.6971
H -2.8620 5.7930 1.3731
H -0.9670 7.7511 2.3640
H 0.0918 7.3200 3.6605
H -1.6004 7.8100 3.9659
H 0.3277 2.4951 2.0256
H 0.8546 3.5085 0.7354
H 2.0810 2.8846 1.7843
H -1.1135 4.7564 0.4698
C -0.0211 -0.4459 -0.1459
C -1.1740 -1.1587 -0.8235
O -1.5012 -0.4781 -2.0569
H 0.9356 -0.6007 -0.6381
H 0.1271 -0.8767 0.8507
H -0.1822 0.6080 0.0844
H -2.0908 -1.1170 -0.2283
H -0.9569 -2.1875 -1.1231
H -2.1550 -0.9924 -2.5598
*
```